Version w
{
  "formula": "C6H8N2O2",
  "method": "wB97M-V/def2-TZVPD",
  "smiles": "O=C(O)CCn1ccnc1",
  "lumo_ha": 0.0012,
  "charge": 0,
  "gap_ev": 9.30,
  "elements": ["O", "C", "H", "H", "C", "C", "H", "C", "H", "C", "H", "O", "N", "N", "H", "H", "H", "C"],
  "positions_angstrom": [[-2.15253, -1.13695, -0.72321], [-0.17295, 1.11443, -0.52835], [-0.06187, 2.07986, -0.61487], [-1.08059, 1.21042, 1.37417], [-2.01874, -0.51138, 0.47289], [1.97650, 0.57198, 0.57369], [2.07216, 1.76988, 0.92328], [2.22144, -1.53656, 0.12884], [0.26653, -1.82028, -0.97619], [-1.39759, 0.90515, 0.41834], [2.66213, -2.27325, 0.11977], [-2.31781, -0.97555, 1.54783], [2.86953, -0.39805, 0.82482], [0.87245, 0.24044, -0.20708], [-2.18653, -0.46703, -1.58173], [-2.16965, 1.64020, 0.19333], [-0.46459, 0.75679, -1.45369], [1.08211, -1.17010, -0.49184]]
}


Version x
{
  "formula": "C6H8N2O2",
  "method": "wB97M-V/def2-TZVPD",
  "smiles": "N#C/C(=C/C(=O)O)CCN",
  "lumo_ha": 0.0032,
  "charge": 0,
  "gap_ev": 9.58,
  "elements": ["H", "N", "C", "H", "H", "H", "H", "H", "C", "O", "C", "C", "C", "O", "H", "C", "H", "N"],
  "positions_angstrom": [[1.37747, 0.93549, -1.82239], [-3.72373, 1.08202, -0.19923], [0.39250, -1.58824, -0.14096], [0.64879, -1.22757, -1.14622], [-1.04250, -1.12995, 1.39107], [1.14219, -0.76757, 1.60720], [2.33189, -0.99190, 0.26937], [-0.73440, 2.50059, -0.27614], [-1.19660, 0.46914, 0.01111], [1.85125, 1.43048, -1.14240], [1.16411, 1.49441, 0.00979], [-0.33604, 1.49734, -0.10722], [-0.94051, -0.99611, 0.30035], [1.69689, 1.96586, 0.99358], [0.25412, -2.67926, -0.22082], [-2.60398, 0.79758, -0.12334], [-1.75405, -1.57384, -0.16393], [1.47258, -1.21848, 0.76017]]
}


Version y
{
  "formula": "C6H8N2O2",
  "method": "wB97M-V/def2-TZVPD",
  "smiles": "C#C[C@@]12C[C@]1(N)C(=O)N2.O",
  "lumo_ha": 0.0284,
  "charge": 0,
  "gap_ev": 9.68,
  "elements": ["H", "H", "C", "O", "H", "N", "H", "H", "O", "H", "C", "C", "H", "H", "N", "C", "C", "C"],
  "positions_angstrom": [[-0.31931, -2.06865, -0.88595], [1.07834, 1.51939, 2.31115], [1.35933, 1.34937, -2.63850], [-3.55104, -0.13804, 0.01348], [-0.22988, 1.99598, 1.40475], [-0.36479, -1.10526, -0.56202], [-2.99613, -0.58879, -0.71613], [2.70614, -0.01163, 0.51844], [-1.37000, -1.21214, 1.65289], [-4.17852, -0.80477, 0.30705], [0.81983, -0.24429, -0.59954], [-0.63371, -0.73233, 0.83322], [1.87947, -1.64298, 0.78873], [1.70351, 1.96629, -3.45000], [0.65242, 1.49687, 1.39103], [1.10156, 0.61160, -1.71360], [1.78664, -0.59773, 0.48816], [0.55612, 0.20710, 0.85685]]
}


Version z
{
  "formula": "C6H8N2O2",
  "method": "wB97M-V/def2-TZVPD",
  "smiles": "O=c1cc[nH]c(=O)[nH]1.C=C",
  "lumo_ha": 0.0040,
  "charge": 0,
  "gap_ev": 9.80,
  "elements": ["C", "C", "H", "O", "C", "H", "C", "H", "C", "O", "H", "H", "N", "C", "H", "H", "N", "H"],
  "positions_angstrom": [[-0.18157, 1.08148, 1.50266], [0.57671, -1.11563, -0.09301], [-1.44937, -0.17363, 2.39750], [-0.55231, 2.01903, 2.16571], [0.03872, 0.10276, -2.68801], [1.43623, 0.80582, -4.04176], [1.27392, -0.01703, -0.05345], [2.35221, 0.09609, -0.43242], [-0.65554, -1.18671, 0.62927], [-1.65885, -1.86615, 0.41362], [0.90755, -1.99994, -0.60103], [-0.21871, -0.95319, -2.08556], [-0.73257, -0.21623, 1.74708], [0.81079, -0.11217, -3.73995], [1.16370, 2.13231, 0.34746], [0.03718, 1.09076, -2.21441], [0.89756, 1.12363, 0.65908], [1.12738, -1.08922, -4.19257]]
}


It is version x that is most stable; the runner-up trails by 52.1 kJ/mol.


Version w
{
  "formula": "C6H8N2O2",
  "method": "wB97M-V/def2-TZVPD",
  "smiles": "Cc1c(N)coc1C#N.O",
  "lumo_ha": 0.0197,
  "charge": 0,
  "gap_ev": 9.27,
  "elements": ["H", "H", "N", "C", "H", "O", "N", "C", "H", "H", "H", "O", "C", "H", "H", "C", "C", "C"],
  "positions_angstrom": [[-1.77693, -3.57541, -2.95053], [-0.90965, 0.09271, 2.39597], [1.49403, 1.89483, 1.99633], [-0.81766, -0.62941, -1.57892], [-1.64028, 1.51508, 1.63116], [1.30907, 0.40109, -1.26350], [-1.60561, -1.16533, -2.24136], [0.08644, 0.10336, -0.75894], [-0.73928, -3.98687, -1.89595], [2.98592, 1.41008, -0.54365], [2.29394, 2.51499, 1.96497], [-1.23555, -4.32082, -2.65226], [1.17981, 1.28260, 0.79166], [0.71248, 2.33833, 2.46409], [-2.02018, -0.11244, 1.01383], [-0.06024, 0.61154, 0.50866], [-1.22506, 0.51588, 1.43072], [1.96876, 1.10978, -0.31229]]
}


Version x
{
  "formula": "C6H8N2O2",
  "method": "wB97M-V/def2-TZVPD",
  "lumo_ha": 0.0223,
  "charge": 0,
  "gap_ev": 9.78,
  "elements": ["H", "H", "H", "H", "H", "N", "H", "C", "H", "C", "C", "N", "C", "C", "O", "C", "H", "O"],
  "positions_angstrom": [[0.29227, -1.57986, -1.05319], [-0.86767, 1.46542, -1.79639], [2.47425, -1.39242, 0.76840], [-1.97755, -1.55281, -1.08334], [3.57995, 0.16022, -0.13363], [-0.06057, -1.19228, -0.18281], [-2.83956, 0.64288, 0.21501], [0.24898, 0.21376, -0.05937], [-1.92370, -1.81457, 0.67938], [-0.81503, 1.12411, -0.75754], [-1.54523, -1.19002, -0.14169], [2.56444, 1.04314, -0.74218], [1.67601, 0.57918, -0.05185], [-0.70082, 0.84385, 1.01120], [3.01889, -0.58323, 0.83192], [-1.81427, 0.28310, 0.08724], [-0.60557, 0.83587, 2.10196], [-0.70481, 2.11364, 0.30689]]
}


It is version w that is most stable; the runner-up trails by 573.0 kJ/mol.


Version w
{
  "formula": "C5H8FNS",
  "method": "wB97M-V/def2-TZVPD",
  "smiles": "FCC[C@H]1CC(=S)N1",
  "lumo_ha": 0.0283,
  "charge": 0,
  "gap_ev": 8.90,
  "elements": ["H", "C", "C", "H", "H", "N", "H", "C", "H", "S", "H", "F", "C", "H", "C", "H"],
  "positions_angstrom": [[2.08605, -1.34740, 0.81510], [0.46360, 0.25091, 0.79381], [-1.82477, -0.09228, -0.44963], [0.80054, 1.83405, -0.77533], [-2.87764, -0.20681, -0.28197], [1.05352, 0.96557, -0.35836], [-1.27366, -0.64495, 1.58327], [1.25054, -0.95503, 0.27950], [-1.34980, 1.15144, 1.24775], [2.56647, -0.08744, -2.26915], [0.67040, -1.77084, -0.07128], [-1.52987, 1.02558, -1.19080], [1.66939, -0.05321, -0.89925], [-1.48628, -0.98263, -1.00439], [-1.05191, 0.16631, 0.87649], [0.83341, 0.74674, 1.70425]]
}


Version x
{
  "formula": "C5H8FNS",
  "method": "wB97M-V/def2-TZVPD",
  "lumo_ha": 0.0104,
  "charge": 0,
  "gap_ev": 8.99,
  "elements": ["C", "H", "S", "H", "C", "H", "F", "H", "H", "C", "C", "H", "H", "H", "N", "C"],
  "positions_angstrom": [[0.83047, 0.09221, -0.59664], [-1.79244, -1.71130, 0.00799], [1.53562, 0.19947, 1.97927], [2.35248, 0.94991, -2.10715], [-1.72173, -0.07819, 1.35744], [-1.26023, 0.97532, 1.56589], [0.07654, -1.99072, -1.43779], [-1.41760, -0.80470, 2.31183], [0.75786, -0.17154, -2.76800], [1.00476, 0.74630, -1.97526], [-1.36643, -0.79924, 0.15474], [2.57910, 0.79631, 2.43241], [-2.83542, 0.26210, 1.23115], [0.03644, 1.71675, -1.90943], [1.46124, 0.72380, 0.39623], [-0.24067, -0.90648, -0.64268]]
}


Version y
{
  "formula": "C5H8FNS",
  "method": "wB97M-V/def2-TZVPD",
  "smiles": "FCC(=S)C1CNC1",
  "lumo_ha": -0.0143,
  "charge": 0,
  "gap_ev": 8.52,
  "elements": ["H", "H", "H", "C", "C", "N", "H", "H", "H", "F", "H", "C", "C", "C", "H", "S"],
  "positions_angstrom": [[1.16735, -1.84180, -0.57530], [3.00882, -0.40000, -1.20458], [-2.49100, 1.16225, 0.45309], [0.60536, -0.03722, 0.62017], [1.57861, -1.18963, 0.24986], [2.57358, -0.20268, -0.27390], [1.94322, -1.75601, 1.10849], [1.94722, 1.78119, 0.28462], [1.16543, 1.12192, -1.24331], [-0.73146, 2.28150, 0.09526], [-1.86763, 1.14635, -1.14720], [-0.82671, -0.12654, 0.16815], [1.57981, 0.89100, -0.23832], [-1.56900, 1.16202, -0.12431], [0.67616, 0.15643, 1.70380], [-1.57437, -1.54268, -0.14831]]
}


It is version w that is most stable; the runner-up trails by 92.0 kJ/mol.